The following is a DFT calculation (ωB97M-V/def2-TZVPD) of the molecule C19H25BrN2O4S.

Properties
Lowest unoccupied orbital energy ... 0.40 eV
Structure (SMILES) ... CCOC(=O)c1c(NC(C)=O)sc2c(OCCN(CC)CC)c(Br)ccc12
E_HOMO ... -7.77 eV
Calculated total energy ... -4121.71481 a.u.
Frontier orbital gap ... 8.166 eV
Relative energy (zero: lowest compared OMol25 entry of this formula, charge and spin) ... 0.0 kJ/mol

Geometry (Å):
C: -5.22775 -3.75473 1.29865
C: -5.25456 -2.28608 0.92100
O: -3.92388 -1.88535 0.59187
C: -3.75650 -0.60883 0.25241
O: -4.68904 0.18422 0.22288
C: -2.38702 -0.23910 -0.07439
C: -2.09899 1.06209 -0.43338
N: -3.00414 2.07977 -0.51600
C: -2.62862 3.34306 -0.87265
C: -3.75721 4.33336 -0.90416
O: -1.47038 3.59572 -1.13329
S: -0.44395 1.35112 -0.79594
C: -0.05872 -0.33019 -0.44291
C: 1.19949 -0.93586 -0.50184
O: 2.38209 -0.38463 -0.85418
C: 2.64166 0.99479 -0.69424
C: 2.67446 1.38343 0.80082
N: 2.90502 2.77754 1.09854
C: 4.13060 3.32557 0.53966
C: 5.37125 2.55996 0.98633
C: 1.74820 3.63610 0.88322
C: 0.68998 3.44187 1.96533
C: 1.24617 -2.30202 -0.21596
Br: 2.94256 -3.14226 -0.30038
C: 0.12369 -3.04113 0.11914
C: -1.10612 -2.42706 0.19762
C: -1.20927 -1.06522 -0.08393
H: -4.57180 -3.91055 2.15112
H: -4.86418 -4.35000 0.46519
H: -6.23017 -4.08226 1.55773
H: -5.61605 -1.66576 1.74904
H: -5.90213 -2.10648 0.05524
H: -3.96299 1.80124 -0.28572
H: -4.22537 4.39238 0.07615
H: -4.50766 4.01452 -1.62456
H: -3.37617 5.31063 -1.18544
H: 3.62771 1.12475 -1.14636
H: 1.92093 1.60553 -1.24750
H: 3.45446 0.78994 1.28585
H: 1.72244 1.09711 1.25241
H: 4.10220 3.37759 -0.56259
H: 4.21079 4.35086 0.91244
H: 5.44012 1.58599 0.50984
H: 6.25990 3.12829 0.72292
H: 5.35167 2.42354 2.06420
H: 2.09789 4.66954 0.93639
H: 1.28872 3.49550 -0.10618
H: 0.21589 2.46647 1.89606
H: -0.08191 4.19855 1.85185
H: 1.14289 3.53793 2.94837
H: 0.22827 -4.09426 0.32754
H: -1.98211 -2.98823 0.46946

natural (NBO) analysis output, partial charges in e:
1 C -0.62
2 C -0.07
3 O -0.50
4 C 0.80
5 O -0.66
6 C -0.29
7 C 0.10
8 N -0.63
9 C 0.69
10 C -0.71
11 O -0.59
12 S 0.48
13 C -0.30
14 C 0.27
15 O -0.49
16 C -0.09
17 C -0.25
18 N -0.45
19 C -0.21
20 C -0.62
21 C -0.21
22 C -0.61
23 C -0.12
24 Br 0.06
25 C -0.22
26 C -0.24
27 C 0.05
28 H 0.21
29 H 0.21
30 H 0.22
31 H 0.19
32 H 0.19
33 H 0.46
34 H 0.24
35 H 0.24
36 H 0.24
37 H 0.20
38 H 0.18
39 H 0.21
40 H 0.21
41 H 0.16
42 H 0.20
43 H 0.20
44 H 0.21
45 H 0.21
46 H 0.20
47 H 0.18
48 H 0.20
49 H 0.21
50 H 0.21
51 H 0.23
52 H 0.23

---

The following is a DFT calculation (ωB97M-V/def2-TZVPD) of a structure of composition C19H25F2O18Zn at a distorted geometry.

Properties
Lowest unoccupied orbital energy ... -1.68 eV
E_HOMO ... -11.27 eV
Calculated total energy ... -4072.35445 a.u.
Frontier orbital gap ... 9.584 eV
Relative energy (zero: lowest compared OMol25 entry of this formula, charge and spin) ... 45.7 kJ/mol
Charge ... +1

Geometry (Å):
Zn: 1.04218 0.17745 1.79776
O: 2.40316 0.70589 5.26885
C: 1.78514 0.47531 4.10560
O: 1.84852 -0.63297 3.49306
O: 1.11881 1.37242 3.51793
H: 2.92206 -0.11782 5.36411
C: -3.65277 -1.04774 -2.50940
C: -2.36507 -1.78231 -2.12607
C: -1.24417 -1.60690 -3.15369
O: -0.16830 -1.11546 -2.37010
C: -0.56282 -0.80317 -1.12731
O: 0.15815 -0.44211 -0.25709
O: -1.86295 -1.13347 -0.95205
H: -3.47982 0.02696 -2.61527
H: -4.45879 -1.14129 -1.78478
H: -3.97944 -1.35598 -3.50588
H: -2.55654 -2.83126 -1.89834
H: -1.50631 -0.83843 -3.88804
H: -0.94593 -2.50210 -3.69456
C: 5.08893 -2.05830 -2.75295
C: 4.33752 -2.78035 -1.67039
C: 5.14838 -3.00277 -0.39025
O: 4.36631 -2.43339 0.64716
C: 3.29155 -1.82701 0.14426
O: 2.45549 -1.23778 0.75597
O: 3.21656 -2.01733 -1.18133
H: 4.50876 -1.87991 -3.65615
H: 5.97422 -2.62724 -3.04689
H: 5.48982 -1.10614 -2.39871
H: 4.01746 -3.78519 -1.94324
H: 6.11525 -2.49710 -0.37972
H: 5.28348 -4.06486 -0.19706
C: -3.95718 4.57206 1.56724
C: -3.82758 3.05218 1.45211
C: -3.65278 2.50927 0.02056
O: -2.50854 1.65581 0.10901
C: -1.89195 1.87220 1.28437
O: -0.83914 1.37414 1.55893
O: -2.56952 2.70608 2.05187
H: -3.27199 5.08761 0.89208
H: -3.74856 4.87306 2.59070
H: -4.95286 4.91618 1.28142
H: -4.61377 2.58429 2.04683
H: -3.45387 3.36463 -0.62598
H: -4.52749 1.96031 -0.31684
C: 3.37165 3.13440 -2.10493
C: 2.75366 4.35110 -1.45818
O: 2.51760 3.88488 -0.14469
C: 2.39300 2.52790 -0.19571
O: 1.96120 1.85853 0.67616
O: 2.85010 2.05706 -1.34827
F: 1.56638 4.65209 -2.07804
H: 4.46220 3.16602 -2.04239
H: 3.10323 3.04242 -3.15497
H: 3.36595 5.24833 -1.41330
C: -3.80111 -2.61997 2.12938
C: -2.84099 -3.81346 2.10225
O: -1.65412 -3.25872 2.59898
C: -1.70562 -1.91114 2.46436
O: -0.77235 -1.18997 2.53601
O: -2.91923 -1.51259 2.04694
F: -2.65686 -4.21019 0.80116
H: -4.30783 -2.67899 3.09477
H: -4.50116 -2.66988 1.30391
H: -3.15926 -4.67528 2.67889

natural (NBO) analysis output, partial charges in e:
1 Zn 1.76
2 O -0.65
3 C 0.95
4 O -0.86
5 O -0.82
6 H 0.50
7 C -0.63
8 C 0.06
9 C -0.09
10 O -0.48
11 C 1.02
12 O -0.64
13 O -0.49
14 H 0.22
15 H 0.23
16 H 0.22
17 H 0.20
18 H 0.19
19 H 0.21
20 C -0.63
21 C 0.06
22 C -0.09
23 O -0.46
24 C 1.02
25 O -0.66
26 O -0.48
27 H 0.23
28 H 0.23
29 H 0.22
30 H 0.19
31 H 0.20
32 H 0.20
33 C -0.63
34 C 0.07
35 C -0.10
36 O -0.49
37 C 1.02
38 O -0.65
39 O -0.46
40 H 0.22
41 H 0.24
42 H 0.22
43 H 0.20
44 H 0.19
45 H 0.20
46 C -0.14
47 C 0.43
48 O -0.47
49 C 1.01
50 O -0.63
51 O -0.46
52 F -0.34
53 H 0.21
54 H 0.23
55 H 0.19
56 C -0.13
57 C 0.43
58 O -0.47
59 C 1.00
60 O -0.60
61 O -0.47
62 F -0.35
63 H 0.20
64 H 0.22
65 H 0.18

---

The following is a DFT calculation (ωB97M-V/def2-TZVPD) of a structure of composition C19H25F5GeN2O2PdSSe.

Properties
Lowest unoccupied orbital energy (alpha / beta) ... -5.81 / -9.58 eV
2S+1 ... 5
E_HOMO (alpha / beta) ... -14.63 / -14.88 eV
Calculated total energy ... -6501.98785 a.u.
Frontier orbital gap (alpha / beta) ... 8.818 / 5.306 eV
Relative energy (zero: lowest compared OMol25 entry of this formula, charge and spin) ... 15.6 kJ/mol
Charge ... +2

Geometry (Å):
Pd: -0.24445 -0.01576 0.64395
C: -8.00018 2.91288 2.77622
C: -6.64532 2.45621 2.31437
C: -6.11436 1.24023 2.74002
C: -4.88096 0.79648 2.29611
C: -4.17698 1.59843 1.40275
C: -4.68375 2.82012 0.95120
C: -5.90968 3.23870 1.41967
S: -2.67379 1.09256 0.76818
O: -2.48113 -0.33520 1.06471
O: -2.50913 1.53500 -0.58219
N: -1.33291 1.70665 1.58912
C: -0.53912 2.69245 1.17273
C: -0.89656 4.06861 1.12007
C: 0.02916 4.96991 0.63188
C: 1.26208 4.49316 0.22319
C: 1.55607 3.09394 0.31580
N: 0.70068 2.23571 0.79199
H: -8.35055 2.33604 3.62911
H: -8.72492 2.79567 1.96846
H: -7.98484 3.96736 3.04944
H: -6.68381 0.62460 3.42432
H: -4.48405 -0.15488 2.61955
H: -4.14479 3.40907 0.22028
H: -6.31872 4.17956 1.07354
H: -1.87062 4.37717 1.47483
H: -0.20282 6.02401 0.56844
H: 2.01109 5.16182 -0.17910
H: 2.50919 2.70860 -0.02715
F: 1.71163 -1.99984 0.20762
C: 1.58475 -0.76224 -0.28759
F: 2.70867 -0.09535 -0.12700
C: 1.13515 -0.81309 -1.77013
F: 0.02172 -1.54822 -1.83406
F: 0.85891 0.42231 -2.18123
F: 2.06533 -1.33903 -2.54176
C: 0.50629 -1.10102 6.65963
Ge: -1.05297 -2.04067 6.01819
C: -2.69076 -1.56822 6.91372
C: -0.79208 -3.94194 5.81208
C: -1.37615 -1.27996 4.12062
Se: 0.02535 -1.76028 2.98500
C: -0.77869 -3.25505 2.07536
H: 0.90732 -1.61377 7.53391
H: 0.24575 -0.08340 6.94921
H: 1.29668 -1.06299 5.90889
H: -2.60437 -1.83080 7.96883
H: -3.53424 -2.11357 6.49201
H: -2.88128 -0.49787 6.84238
H: -0.48697 -4.36081 6.77144
H: -0.00840 -4.17698 5.09019
H: -1.71722 -4.43260 5.50914
H: -1.38600 -0.19464 4.22640
H: -2.31799 -1.65488 3.72449
H: -1.27636 -3.87296 2.82081
H: 0.01287 -3.80527 1.57522
H: -1.50392 -2.86251 1.36221

natural (NBO) analysis output, partial charges in e:
1 Pd 0.79
2 C -0.65
3 C 0.08
4 C -0.22
5 C -0.09
6 C -0.46
7 C -0.14
8 C -0.20
9 S 2.28
10 O -0.96
11 O -0.87
12 N -0.72
13 C 0.37
14 C -0.12
15 C -0.18
16 C -0.10
17 C 0.12
18 N -0.47
19 H 0.23
20 H 0.25
21 H 0.24
22 H 0.24
23 H 0.23
24 H 0.24
25 H 0.24
26 H 0.25
27 H 0.27
28 H 0.26
29 H 0.24
30 F -0.30
31 C 0.47
32 F -0.28
33 C 0.90
34 F -0.30
35 F -0.30
36 F -0.27
37 C -1.10
38 Ge 1.64
39 C -1.09
40 C -1.11
41 C -1.04
42 Se 0.86
43 C -0.81
44 H 0.27
45 H 0.25
46 H 0.24
47 H 0.27
48 H 0.25
49 H 0.24
50 H 0.27
51 H 0.23
52 H 0.25
53 H 0.27
54 H 0.27
55 H 0.26
56 H 0.27
57 H 0.27

---

The following is a DFT calculation (ωB97M-V/def2-TZVPD) of a structure of composition C19H25F5GeN2O2PdSSe.

Properties
Lowest unoccupied orbital energy (alpha / beta) ... -5.63 / -9.40 eV
2S+1 ... 5
E_HOMO (alpha / beta) ... -14.68 / -14.89 eV
Calculated total energy ... -6501.99379 a.u.
Frontier orbital gap (alpha / beta) ... 9.046 / 5.489 eV
Relative energy (zero: lowest compared OMol25 entry of this formula, charge and spin) ... 0.0 kJ/mol
Charge ... +2

Geometry (Å):
Pd: -1.38648 -1.98701 -0.32307
C: 6.52167 1.38310 -0.51390
C: 5.19760 0.67798 -0.50475
C: 4.05081 1.29823 -0.99806
C: 2.83122 0.64675 -1.01812
C: 2.77042 -0.65654 -0.53535
C: 3.90510 -1.31180 -0.04273
C: 5.10498 -0.63370 -0.02671
S: 1.30560 -1.54248 -0.54608
O: 0.34125 -0.91545 -1.45342
O: 1.56169 -2.94293 -0.66165
N: 0.39442 -1.39691 0.87752
C: 0.30886 -2.27310 1.87870
C: 1.36833 -2.63133 2.75233
C: 1.12623 -3.57775 3.73013
C: -0.13893 -4.13102 3.80899
C: -1.15458 -3.72128 2.89381
N: -0.95224 -2.81044 1.98388
H: 6.40606 2.45112 -0.68514
H: 7.15218 0.97693 -1.30684
H: 7.04372 1.23928 0.43154
H: 4.11886 2.30765 -1.38270
H: 1.95132 1.13089 -1.41817
H: 3.85088 -2.34270 0.28078
H: 5.99227 -1.13217 0.34229
H: 2.32863 -2.14609 2.63810
H: 1.90380 -3.88162 4.41708
H: -0.37441 -4.88390 4.54895
H: -2.13435 -4.18289 2.93218
F: -4.09698 -2.29554 -1.12292
C: -3.29022 -3.12276 -0.44358
F: -3.83072 -3.44136 0.71651
C: -2.92038 -4.35795 -1.29367
F: -2.38820 -3.93821 -2.44458
F: -2.02812 -5.09518 -0.63520
F: -3.99987 -5.08247 -1.54191
C: -3.14892 3.77330 1.48007
Ge: -2.25491 3.83164 -0.23061
C: -0.70101 4.97187 -0.28440
C: -3.45333 4.05668 -1.73013
C: -1.39056 1.94865 -0.45055
Se: -2.71250 0.64719 -0.61765
C: -2.81081 0.52517 -2.53896
H: -3.82436 4.62519 1.56634
H: -2.42984 3.82853 2.29703
H: -3.75078 2.87248 1.60634
H: -1.01074 5.99913 -0.08577
H: -0.22530 4.94541 -1.26421
H: 0.02722 4.68820 0.47481
H: -4.00802 4.98726 -1.60216
H: -4.19269 3.25762 -1.80484
H: -2.90737 4.12398 -2.67182
H: -0.82789 1.76928 0.46549
H: -0.75023 1.94883 -1.33110
H: -2.81804 1.53884 -2.93470
H: -3.72336 -0.00531 -2.79373
H: -1.92696 -0.01128 -2.88371

natural (NBO) analysis output, partial charges in e:
1 Pd 0.79
2 C -0.65
3 C 0.06
4 C -0.16
5 C -0.15
6 C -0.45
7 C -0.14
8 C -0.20
9 S 2.29
10 O -0.96
11 O -0.87
12 N -0.72
13 C 0.35
14 C -0.12
15 C -0.18
16 C -0.10
17 C 0.11
18 N -0.47
19 H 0.23
20 H 0.25
21 H 0.24
22 H 0.23
23 H 0.23
24 H 0.24
25 H 0.24
26 H 0.25
27 H 0.26
28 H 0.26
29 H 0.24
30 F -0.30
31 C 0.48
32 F -0.28
33 C 0.90
34 F -0.30
35 F -0.30
36 F -0.28
37 C -1.10
38 Ge 1.64
39 C -1.09
40 C -1.11
41 C -1.03
42 Se 0.85
43 C -0.81
44 H 0.27
45 H 0.25
46 H 0.24
47 H 0.27
48 H 0.25
49 H 0.25
50 H 0.27
51 H 0.23
52 H 0.25
53 H 0.27
54 H 0.27
55 H 0.26
56 H 0.27
57 H 0.26